Model P:
One molecule with the formula C8H10N2O2, computed with ωB97M-V/def2-TZVPD.

Output
Total charge = 0
SMILES = CC1=CC=C[C@@H](N)C([N+](=O)[O-])=C1
Highest occupied orbital energy = -8.8 eV
Orbital gap = 8.04 eV

Each line ends with the Löwdin charge.
Cartesian coordinates (Å):
C  -1.6982  -2.0966  -0.3232  -0.05
C  -0.7438  -0.9836  0.0808  -0.27
C  -1.2971  0.2380  0.4341  -0.07
C  -0.6982  1.4157  0.8816  -0.13
C  0.5472  1.9402  0.5624  0.02
C  1.2817  1.0639  -0.4907  -0.35
N  2.2586  1.9079  -1.0904  -0.04
C  1.6952  -0.4501  0.0450  -0.05
N  3.0323  -0.7110  0.3887  -0.40
O  3.3465  -1.8555  0.4569  0.10
O  3.7656  0.2033  0.6831  0.07
C  0.6235  -1.2902  0.2108  0.01
H  -1.1348  -2.8152  -0.9291  0.08
H  -2.4367  -1.6534  -1.0332  0.10
H  -2.0420  -2.6802  0.5114  0.08
H  -2.3843  0.3955  0.5566  0.13
H  -1.2537  1.9786  1.7006  0.12
H  1.0473  2.8842  0.7717  0.11
H  0.5680  0.7971  -1.3733  0.17
H  2.7193  1.7197  -2.0891  0.14
H  3.0807  2.0754  -0.3840  0.11
H  0.8499  -2.2803  0.5893  0.13

=====

Model Q:
One molecule with the formula C8H10N2O2, computed with ωB97M-V/def2-TZVPD.

Output
Total charge = 0
SMILES = [H]/N=C/[C@H]1C=CC(C)=C/C1=[N+](\[O-])O
Highest occupied orbital energy (spin up / spin down) = -7.9 / -7.8 eV
Orbital gap (spin up / spin down) = 7.90 / 7.89 eV

Each line ends with the Löwdin charge.
Cartesian coordinates (Å):
H  2.4094  -3.5005  0.6933  0.05
N  2.1591  -2.7239  0.0832  0.10
C  1.4077  -1.8988  0.6872  -0.17
C  0.8810  -0.7724  -0.3001  -0.21
C  -0.4610  -1.3104  -0.6760  -0.08
C  -1.6340  -0.6727  -0.5546  -0.01
C  -1.6311  0.7198  0.0057  -0.24
C  -2.9773  1.3302  0.2675  -0.04
C  -0.4972  1.3831  0.1611  0.02
C  0.7438  0.6962  0.0003  -0.14
N  1.8388  1.4167  -0.0489  -0.23
O  1.9895  2.6472  0.0090  -0.02
O  3.1351  0.7254  -0.2146  0.07
H  1.0230  -1.8967  1.6931  0.12
H  1.4750  -0.9612  -1.3312  0.19
H  -0.3523  -2.2885  -1.0780  0.10
H  -2.5452  -1.0400  -0.9693  0.10
H  -3.5698  1.1397  1.1181  0.07
H  -3.5506  1.0380  -0.5875  0.07
H  -3.0070  2.3878  0.2598  0.07
H  -0.5894  2.3691  0.5315  0.12
H  3.7525  1.2121  0.2505  0.06

=====

Decreasing stability: model Q, model P

=====

Model P:
A 5-piece molecular cluster, C4H14O4 overall, computed with ωB97M-V/def2-TZVPD.

Output
Total charge = 0
SMILES = C=CC=C.O.O.O.O
Highest occupied orbital energy = -9.1 eV
Orbital gap = 9.63 eV

Each line ends with the Löwdin charge.
Cartesian coordinates (Å):
C  -0.9750  -0.8489  1.2923  0.00
C  -0.1974  -1.4400  0.3964  -0.22
C  0.4205  -0.8829  -0.7883  -0.20
C  0.6672  -1.6397  -1.8497  0.01
H  -1.4228  0.1323  1.1632  0.04
H  -1.5651  -1.3459  2.0688  0.07
H  0.1961  -2.4167  0.7180  0.11
H  0.3897  0.2070  -0.8699  0.10
H  0.9503  -1.2924  -2.8431  0.06
H  0.7534  -2.7217  -1.8330  0.06
O  0.9859  2.2450  0.9628  -0.05
H  1.1196  1.8876  1.8504  0.06
H  1.3464  3.1142  1.1905  0.06
O  3.8272  0.2910  0.9997  -0.08
H  4.0793  -0.5406  0.5614  0.04
H  3.2001  0.6977  0.3743  0.02
O  -1.7028  2.3907  -0.4085  -0.09
H  -0.9503  2.0471  0.0942  -0.03
H  -2.2573  1.5961  -0.5466  -0.01
O  -2.7839  -0.1779  -0.6890  -0.06
H  -2.3752  -0.8517  -1.2525  0.06
H  -3.7059  -0.4503  -0.5914  0.07

=====

Model Q:
A 4-piece molecular cluster, C4H14O4 overall, computed with ωB97M-V/def2-TZVPD.

Output
Total charge = 0
SMILES = CC(C)C=O.O.O.O
Highest occupied orbital energy = -9.7 eV
Orbital gap = 10.31 eV

Each line ends with the Löwdin charge.
Cartesian coordinates (Å):
C  -0.2980  -1.1366  -0.7766  -0.05
C  1.1336  -1.1174  -0.2161  -0.36
C  2.1941  -1.8569  -1.0990  -0.06
C  0.9878  -1.9504  1.0492  -0.28
O  0.6315  -1.4805  2.0999  0.05
H  -0.2418  -0.8457  -1.8248  0.09
H  -0.8112  -0.3309  -0.2504  0.05
H  -0.8627  -2.0346  -0.5344  0.09
H  1.5095  -0.1440  0.0766  0.13
H  1.7146  -2.4303  -1.8906  0.07
H  2.7937  -2.5000  -0.4814  0.06
H  2.7402  -1.1036  -1.6679  0.08
H  1.0314  -3.0509  0.9450  0.13
O  -0.9351  2.6600  -1.7978  -0.05
H  -0.3755  3.2278  -2.3351  0.04
H  -1.6967  3.2006  -1.5881  0.03
O  -2.8145  0.8565  0.4687  -0.05
H  -2.9005  -0.0039  0.8487  0.02
H  -2.6058  0.5682  -0.4301  0.03
O  0.2490  2.5450  1.0271  -0.06
H  0.2941  1.6929  1.4658  0.02
H  -0.6709  2.7444  0.8481  0.01

=====

Decreasing stability: model Q, model P